No. 1
Below is C25H63N4O18SZn as an isolated structure in a non-equilibrium geometry, with properties calculated with wB97M-V/def2-TZVPD.

Geometry as XYZ:
```
112
Properties=species:S:1:pos:R:3:forces:R:3:lowdin_charge:R:1
C -4.458 -3.967 -1.756 0.8072 -0.9481 0.4547 -0.0098
C -4.025 -2.584 -1.269 -1.3385 -0.9316 0.0979 -0.4330
C -5.178 -1.661 -1.599 -0.9084 2.9055 0.9543 -0.1209
C -5.033 -0.241 -0.970 0.1234 -0.2068 1.0376 -0.1334
C -5.082 -0.451 0.559 -0.2306 -0.4359 -0.7105 -0.1235
C -3.976 -1.357 1.115 -1.1780 -0.6902 0.9830 -0.4351
N -3.845 -2.608 0.277 5.3319 -4.9871 2.8228 0.1688
O -3.180 -3.665 0.890 -4.7364 6.7090 -4.3622 0.1464
C -4.369 -1.821 2.562 1.5556 0.5597 0.0896 -0.0042
C -2.665 -0.580 1.116 0.4293 0.8836 0.0993 -0.0098
C -2.721 -2.125 -1.918 0.1204 0.3125 0.0896 0.0398
H -5.398 -4.382 -1.390 -0.4052 0.8632 0.0880 0.0984
H -3.779 -4.752 -1.424 0.5659 0.1572 -0.5163 0.0902
H -4.500 -3.888 -2.842 0.0861 -0.2826 0.0888 0.1116
H -6.108 -2.047 -1.181 -0.0414 -0.3385 -0.2022 0.1259
H -5.366 -1.416 -2.644 0.5527 -1.0386 -0.3075 0.1473
H -5.839 0.454 -1.204 -0.3348 -0.4582 -0.3067 0.1264
H -4.161 0.306 -1.330 0.3410 -0.2316 0.1888 0.0981
H -6.024 -0.961 0.758 -0.2157 0.0455 0.0862 0.1236
H -5.101 0.455 1.164 0.2285 0.0577 -0.1721 0.1342
H -4.482 -0.914 3.155 -0.5624 0.1082 -0.1807 0.0968
H -3.498 -2.268 3.042 0.0380 -0.3722 -0.1904 0.0738
H -5.203 -2.507 2.705 -0.1092 0.2771 -0.5234 0.1008
H -2.320 -0.166 0.168 0.0142 -0.8830 -0.3590 0.0762
H -1.839 -1.023 1.672 -0.2003 -0.3065 -0.2653 0.0656
H -2.916 0.394 1.536 -0.1529 -0.0706 0.6793 0.0956
H -2.967 -2.117 -2.980 0.2286 -0.5146 -0.1573 0.1218
H -1.887 -2.779 -1.659 0.1069 0.0408 -0.2630 0.1030
H -2.491 -1.073 -1.752 0.0971 -0.1404 0.4704 0.0717
Zn 0.656 0.133 3.346 2.4621 1.8237 -1.1100 1.0534
S 0.794 0.619 0.076 -1.3292 -1.2475 -2.4631 0.4532
O 2.218 0.941 0.179 -0.6398 -0.1594 0.6501 -0.3065
O 0.563 -0.534 -0.794 -0.0458 1.2508 1.5446 -0.2765
O 0.328 0.323 1.463 -1.4336 -0.4981 1.1248 -0.3679
O 0.019 1.771 -0.447 1.0211 -1.5025 0.3820 -0.3476
C -1.209 3.743 1.632 -0.0224 0.1809 -0.7872 -0.2042
C -2.280 3.787 0.482 1.7308 -0.6109 1.5967 -0.1576
O -2.401 2.439 0.028 -1.8943 0.5263 0.1371 -0.1079
O 0.086 3.698 1.076 1.1896 1.4740 1.3172 -0.0919
H -1.239 2.826 2.221 -1.2122 -0.1642 0.2806 0.0966
H -1.204 4.595 2.312 -0.3302 0.1372 -0.1232 0.1253
H -1.853 4.416 -0.299 -0.2013 0.2230 -0.0586 0.1316
H -3.203 4.213 0.875 -0.2490 -0.4483 -0.3558 0.1193
H -1.524 2.129 -0.211 0.1735 0.0213 -0.0356 -0.0110
H 0.187 2.933 0.505 -0.2101 -0.0565 -0.4378 -0.0199
C 4.804 2.189 -0.568 0.2474 1.0637 -0.9086 -0.1866
C 4.163 3.532 -0.083 0.5878 -1.1126 -0.8123 -0.2198
O 3.247 3.244 0.925 -0.6387 0.4531 1.7545 -0.0829
O 3.989 1.387 -1.454 1.6224 0.8542 0.2445 -0.0967
H 5.170 1.634 0.295 -0.5226 -0.3045 0.4397 0.1053
H 5.753 2.407 -1.059 -0.2098 0.0973 -0.5988 0.1141
H 3.657 4.104 -0.861 0.1073 -0.3040 -0.4824 0.1129
H 4.930 4.199 0.312 0.1779 -0.1887 0.2175 0.1168
H 2.828 2.396 0.759 0.0398 0.3015 -0.3202 0.0073
H 3.257 1.085 -0.910 0.1604 -0.2447 -0.2787 -0.0276
C 2.460 -1.848 -2.851 0.0942 -0.3626 -0.2693 -0.2411
C 3.351 -2.392 -1.733 -0.4055 0.4652 -0.7402 -0.2298
O 3.050 -3.773 -1.550 0.6117 0.7770 0.1852 -0.0460
O 1.148 -2.262 -2.619 -0.6781 -0.2112 -0.5898 -0.0958
H 2.743 -2.206 -3.841 0.2257 -0.1423 0.0394 0.1252
H 2.441 -0.759 -2.888 0.7206 0.2846 0.0744 0.1023
H 3.095 -1.755 -0.887 -0.0964 -0.2607 0.7353 0.0860
H 4.410 -2.219 -1.928 0.1582 -0.0568 -0.2316 0.1194
H 3.711 -4.070 -0.920 -0.0243 -0.4046 0.0575 0.0823
H 0.782 -1.591 -2.039 -0.1517 -0.3728 -0.0866 -0.0070
C 1.995 2.724 4.179 0.5335 -0.4079 0.8489 -0.1567
C 1.899 1.877 5.447 -0.5017 1.4260 0.7773 -0.1704
O 1.762 0.487 5.183 -0.9304 -1.3499 -1.6133 -0.0752
O 1.015 2.247 3.263 0.5830 -1.3487 1.6881 -0.0972
H 3.045 2.651 3.898 -0.2186 -0.0998 -1.1840 0.1330
H 1.800 3.774 4.399 -0.0277 -0.0835 0.2473 0.1509
H 1.016 2.181 6.010 0.0681 0.1135 0.2402 0.1337
H 2.802 1.951 6.053 -0.0810 0.5200 -0.0333 0.1453
H 1.609 0.040 6.019 -0.0399 -0.2296 0.1571 0.1278
H 0.891 2.854 2.529 -0.3427 0.9502 -1.5211 0.0608
C 3.935 -0.660 2.397 0.8355 -2.8814 0.3896 -0.1776
C 4.010 -1.950 3.298 -0.1789 0.5491 0.2077 -0.1788
O 3.275 -3.124 2.806 1.0599 1.9169 0.3248 -0.0509
O 2.688 -0.025 2.441 -0.4274 -0.4985 2.2410 -0.1251
H 4.083 -1.086 1.404 0.0119 0.2490 -0.3595 0.1286
H 4.791 -0.016 2.597 -0.2535 0.3125 0.3319 0.1308
H 3.652 -1.794 4.316 -0.3700 0.5727 0.1531 0.1017
H 5.065 -2.127 3.509 0.0239 -0.6967 -0.7554 0.1226
H 2.387 -2.779 2.928 -0.4034 -0.6488 -0.3887 0.0350
H 2.589 0.452 1.614 -0.2067 0.4577 -1.0046 0.0024
O 0.347 -4.216 -0.819 -1.6638 0.0273 3.1428 0.0440
C 0.080 -4.032 0.393 1.5880 -0.9949 -3.3096 -0.5884
N 0.245 -2.833 0.939 -0.0443 2.0599 1.3677 0.1787
C -0.365 -5.120 1.303 0.1023 -0.6526 0.4062 -0.0149
H 0.479 -2.027 0.377 0.2245 -0.1472 -0.3678 0.0561
H 0.311 -2.718 1.940 -0.2673 -0.3009 -0.2357 0.0757
H 0.447 -5.845 1.358 -0.4419 -0.6037 -0.8207 0.0982
H -1.318 -5.421 0.869 0.2900 -0.9024 0.1693 0.0764
H -0.502 -4.955 2.372 -0.3052 0.9699 -0.0180 0.0714
O -2.531 1.214 -4.817 1.4398 -0.6439 1.4855 -0.0147
C -1.654 1.121 -3.923 -1.1171 -0.3814 -4.3903 -0.5730
N -1.787 1.765 -2.793 0.4298 0.2858 2.5596 0.1876
C -0.329 0.367 -4.159 -0.3313 0.4451 0.0984 0.0146
H -2.600 2.314 -2.551 0.0875 -0.1531 -0.3133 0.1204
H -1.096 1.595 -2.077 -0.1213 0.3370 -0.1699 0.0540
H 0.033 0.507 -5.178 -0.4450 0.1403 -0.0792 0.0895
H -0.429 -0.709 -4.021 -0.0262 0.0405 0.2377 0.0725
H 0.454 0.779 -3.522 -0.0375 -0.2663 0.2614 0.0478
O 0.704 4.609 -3.313 -1.2309 2.0198 -0.3009 0.0437
C 1.421 3.658 -3.443 -0.8600 0.2137 -1.4144 -0.6094
N 1.619 2.893 -2.372 1.1878 -2.1695 0.8865 0.1716
C 1.976 3.251 -4.812 0.8950 0.0081 0.8960 0.0087
H 0.994 2.892 -1.579 0.1716 0.8152 -0.5473 0.0725
H 2.250 2.105 -2.366 0.1908 0.2300 -0.3443 0.0693
H 2.558 2.354 -4.600 0.0723 -0.1956 -0.8357 0.0694
H 2.620 4.024 -5.231 0.2932 0.0972 0.4811 0.0792
H 1.246 3.157 -5.615 -0.4638 -0.4650 0.6033 0.0859
```
Forces are in eV/Å.

## Properties
largest force on an atom	0.181	hartree/bohr
LUMO	-0.24644	Ha
net charge	+1
energy above the lowest of the compared OMol25 structures with the same formula, charge and spin	79.26	kcal per mole

---

No. 2
Below is a 10-piece molecular cluster, C25H63NO9S9Si overall, with properties calculated with wB97M-V/def2-TZVPD.

Geometry as XYZ:
```
108
Properties=species:S:1:pos:R:3:forces:R:3:lowdin_charge:R:1
C 4.993 1.092 -4.291 -0.5521 0.1406 -0.1520 -0.0574
C 3.765 1.220 -4.791 -0.3396 -0.1295 0.1523 -0.3101
Si 2.390 -0.037 -4.654 -0.0732 0.6776 0.5201 0.6751
C 0.747 0.877 -4.460 0.6471 -0.6465 -0.1006 -0.3220
C -0.267 0.336 -3.669 -0.2738 0.6816 -0.1902 -0.0949
C -1.445 1.060 -3.532 0.3525 -0.1713 -0.1105 -0.0573
C -1.537 2.277 -4.197 -0.3780 -0.0780 0.2038 -0.1597
N -0.599 2.800 -4.977 0.3024 -0.1010 -0.0376 0.0578
C 0.529 2.095 -5.100 -0.5550 -0.1237 0.3233 -0.1720
H 5.769 1.748 -4.653 0.3060 0.3462 0.5638 0.0259
H 5.190 0.379 -3.501 0.3856 -0.4446 -0.3265 0.0459
H 3.544 2.144 -5.316 0.2189 -0.1605 -0.6631 0.0429
H 2.630 -0.857 -3.441 -0.0631 -0.1292 -0.0780 -0.0291
H 2.336 -0.922 -5.840 0.0740 0.0057 -0.0310 -0.0453
H -0.138 -0.608 -3.161 -0.0069 -0.1120 0.0686 0.0966
H -2.259 0.690 -2.927 -0.0741 0.0040 0.1338 0.0833
H -2.442 2.858 -4.075 -0.0752 0.1406 -0.0943 0.0981
H 1.287 2.526 -5.736 0.1193 0.1176 -0.1022 0.0893
C -1.488 -0.935 1.391 0.1500 -0.1092 -0.0545 -0.2640
S -2.952 -0.145 0.732 0.0147 0.1410 0.1405 0.7811
O -3.042 -0.503 -0.719 0.0295 0.0017 -0.1282 -0.5811
C -2.307 1.523 0.823 0.0833 0.2009 -0.0203 -0.2658
H -1.650 -2.011 1.390 -0.0283 0.0002 0.0694 0.0166
H -0.628 -0.687 0.765 -0.0548 0.0615 -0.0420 0.0583
H -1.330 -0.595 2.414 -0.0750 0.0188 0.0095 0.0522
H -1.391 1.591 0.234 -0.0258 -0.0951 -0.0448 0.0589
H -2.115 1.774 1.866 -0.0536 -0.0517 0.0420 0.0189
H -3.057 2.198 0.416 -0.0462 -0.0536 -0.0143 0.0218
C -4.140 -4.372 2.422 -0.0394 0.0542 -0.0745 -0.2654
S -2.739 -4.626 3.519 -0.0643 -0.0714 0.1030 0.8189
O -1.673 -3.677 3.094 0.0098 -0.0973 -0.1440 -0.5652
C -2.295 -6.246 2.886 0.0010 -0.0789 0.0544 -0.2685
H -4.551 -3.385 2.626 0.0331 0.0127 0.0232 0.0493
H -3.806 -4.424 1.385 0.0385 0.0036 0.0135 0.0597
H -4.894 -5.133 2.619 0.0024 0.0007 0.0218 0.0523
H -2.093 -6.181 1.818 -0.0287 0.0242 -0.0121 0.0423
H -3.112 -6.943 3.072 -0.0179 0.0245 0.0285 0.0568
H -1.399 -6.585 3.403 0.0298 0.0348 -0.0230 0.0377
C -0.593 1.160 6.160 0.0387 0.1252 -0.2129 -0.2779
S -2.045 1.977 5.501 -0.1279 -0.1209 0.1686 0.8143
O -2.130 1.628 4.051 0.1689 0.0184 -0.1382 -0.5689
C -1.394 3.647 5.606 0.0576 0.0864 -0.0619 -0.2569
H -0.770 0.089 6.149 -0.0427 -0.0201 0.0380 0.0470
H 0.272 1.399 5.537 -0.0333 0.0102 -0.0266 0.0602
H -0.428 1.482 7.184 -0.0387 -0.0447 0.0659 0.0391
H -0.473 3.717 5.027 -0.0098 -0.0415 -0.0139 0.0558
H -1.212 3.893 6.651 -0.0341 -0.0188 0.0132 0.0557
H -2.141 4.324 5.196 -0.0373 -0.0350 0.0061 0.0507
C -5.851 -0.245 7.032 -0.0577 -0.0802 0.0561 -0.2673
S -5.555 1.394 6.356 0.0775 0.0469 -0.1098 0.7752
O -5.046 2.236 7.472 -0.0586 0.0145 0.0822 -0.5656
C -7.285 1.821 6.130 -0.1200 -0.0358 0.0220 -0.2659
H -4.885 -0.679 7.285 0.0273 0.0383 -0.0176 0.0481
H -6.467 -0.167 7.928 0.0137 0.0461 -0.0003 0.0560
H -6.344 -0.861 6.280 0.0167 0.0071 -0.0191 0.0516
H -7.804 1.761 7.087 0.0534 0.0006 0.0222 0.0556
H -7.733 1.142 5.405 0.0246 0.0246 -0.0416 0.0544
H -7.328 2.838 5.749 0.0496 -0.0015 -0.0252 0.0512
C 2.987 -5.477 1.563 0.0796 -0.0468 -0.0811 -0.2723
S 1.272 -5.536 2.100 0.0266 0.1902 0.1145 0.7991
O 0.982 -6.950 2.466 -0.0296 -0.0502 -0.0843 -0.5552
C 0.566 -5.250 0.473 0.0439 -0.0389 -0.1289 -0.2568
H 3.613 -5.673 2.430 -0.0342 -0.0032 0.0305 0.0478
H 3.160 -6.239 0.803 -0.0356 -0.0171 0.0153 0.0567
H 3.206 -4.485 1.169 -0.0109 0.0126 0.0202 0.0532
H 0.910 -6.022 -0.215 0.0150 -0.0227 0.0420 0.0606
H 0.863 -4.262 0.121 -0.0204 0.0211 0.0312 0.0577
H -0.515 -5.289 0.565 -0.0092 0.0572 0.0484 0.0262
C 7.569 2.396 -7.516 -0.0307 0.0720 -0.0732 -0.2956
S 8.414 3.395 -6.297 0.1733 -0.0944 0.1489 0.8017
O 7.453 3.629 -5.182 -0.0841 0.0018 -0.0333 -0.5622
C 8.479 4.907 -7.264 -0.0890 0.0474 -0.1004 -0.2720
H 7.390 1.413 -7.084 0.0383 0.0183 0.0619 0.0497
H 6.619 2.856 -7.781 0.0044 0.0233 -0.0026 0.0489
H 8.194 2.293 -8.402 -0.0242 -0.0094 -0.0247 0.0523
H 7.468 5.212 -7.533 -0.0147 -0.0308 0.0230 0.0585
H 9.079 4.738 -8.158 0.0098 -0.0167 0.0076 0.0524
H 8.946 5.675 -6.650 0.0060 -0.0370 0.0440 0.0471
C -6.884 0.859 -0.598 -0.0721 -0.0173 -0.1031 -0.2601
S -6.081 1.991 0.540 0.1016 -0.0275 0.0574 0.7814
O -6.993 2.170 1.701 -0.0862 0.0018 -0.0138 -0.5516
C -6.253 3.454 -0.491 -0.0454 0.0520 -0.0901 -0.2628
H -6.918 -0.119 -0.123 0.0453 0.0082 0.0342 0.0514
H -7.896 1.208 -0.806 0.0057 0.0297 0.0455 0.0564
H -6.300 0.797 -1.516 0.0451 -0.0266 0.0294 0.0562
H -7.308 3.631 -0.703 -0.0092 -0.0282 0.0334 0.0565
H -5.695 3.310 -1.417 0.0183 -0.0096 0.0119 0.0527
H -5.840 4.298 0.057 0.0120 -0.0269 0.0399 0.0500
C 2.669 -1.885 8.066 0.0746 -0.0305 -0.0654 -0.2697
S 1.705 -0.855 9.178 -0.0225 -0.0500 0.0554 0.8208
O 0.523 -0.382 8.407 0.1088 -0.0210 0.0498 -0.5565
C 2.871 0.511 9.230 0.0758 0.0640 -0.0272 -0.2710
H 2.092 -2.785 7.863 -0.0377 0.0128 0.0264 0.0510
H 2.853 -1.347 7.137 -0.0379 0.0308 0.0153 0.0584
H 3.609 -2.154 8.547 -0.0080 -0.0098 0.0169 0.0530
H 3.043 0.885 8.221 -0.0376 -0.0299 -0.0126 0.0575
H 3.806 0.172 9.677 -0.0063 -0.0062 0.0173 0.0528
H 2.437 1.296 9.845 -0.0382 -0.0266 0.0138 0.0498
C 3.590 0.964 -10.764 -0.0569 0.0165 -0.0762 -0.2692
S 4.891 0.596 -9.581 -0.1117 -0.0603 0.0657 0.7996
O 6.057 1.448 -9.936 0.0307 -0.0057 -0.1168 -0.5559
C 5.237 -1.054 -10.203 0.0234 -0.0811 -0.0486 -0.2691
H 3.254 1.983 -10.584 0.0247 0.0056 0.0380 0.0510
H 3.984 0.879 -11.777 0.0447 0.0040 0.0185 0.0583
H 2.761 0.273 -10.616 -0.0012 0.0062 0.0284 0.0545
H 5.514 -0.996 -11.256 0.0077 0.0489 0.0067 0.0583
H 4.356 -1.681 -10.072 -0.0029 0.0061 0.0261 0.0541
H 6.065 -1.462 -9.626 0.0005 0.0355 0.0298 0.0499
```
Forces are in eV/Å.

## Properties
largest force on an atom	0.018	hartree/bohr
LUMO	0.01415	Ha
net charge	0